64
Properties=species:S:1:pos:R:3:lowdin_charge:R:1 method="wB97M-V/def2-TZVPD" gap_ev=4.36 largest_force_ev_per_a=4.0 total_charge=+4 e_tot_ev=-69473.420
Ta 1.136 1.029 0.205 1.805
C 2.911 -1.091 -1.141 0.020
O 2.832 -0.105 -0.058 -0.313
C 3.992 -0.018 0.812 -0.183
C 5.270 -0.302 0.395 0.026
C 6.253 -0.251 1.381 0.002
C 5.934 0.042 2.706 -0.006
C 4.626 0.299 3.088 0.034
C 3.646 0.286 2.105 -0.195
N 2.244 0.452 2.259 -0.028
N 1.785 -0.015 3.336 0.186
C 0.458 -0.247 3.623 -0.097
C -0.507 -0.110 2.613 -0.229
O 0.066 0.549 1.577 -0.347
C -1.826 -0.505 2.719 0.036
C -2.173 -1.060 3.937 0.076
C -1.266 -1.214 5.015 -0.127
C -1.695 -1.802 6.229 0.021
C -0.808 -1.977 7.253 0.000
C 0.539 -1.574 7.114 0.008
C 0.989 -1.005 5.949 0.007
C 0.094 -0.809 4.882 -0.081
H 3.149 -2.081 -0.760 0.137
H 3.583 -0.746 -1.920 0.118
H 1.909 -1.151 -1.564 0.077
H 5.520 -0.559 -0.625 0.135
H 7.280 -0.458 1.109 0.138
H 6.717 0.059 3.451 0.136
H 4.365 0.516 4.115 0.132
H -2.524 -0.382 1.902 0.134
H -3.190 -1.400 4.095 0.148
H -2.726 -2.113 6.335 0.137
H -1.130 -2.434 8.179 0.134
H 1.217 -1.725 7.943 0.133
H 2.023 -0.712 5.839 0.116
F 1.284 -0.594 -4.426 0.128
C 0.588 -0.145 -5.475 -0.123
C 0.665 -0.798 -6.673 -0.106
F 1.424 -1.855 -6.768 0.201
C -0.076 -0.327 -7.809 0.022
C -0.882 0.841 -7.610 -0.092
C -0.943 1.473 -6.387 -0.124
F -1.708 2.535 -6.256 0.182
C -0.206 0.996 -5.295 0.030
C -0.259 1.651 -3.998 -0.091
C 0.385 1.294 -2.875 -0.086
N 0.828 1.132 -1.775 -0.054
C -1.000 2.848 -3.699 -0.178
N -1.449 3.851 -3.361 0.226
F -1.583 1.325 -8.589 0.223
C -0.023 -0.976 -9.048 -0.008
C 0.734 -2.155 -9.270 -0.083
N 1.360 -3.103 -9.459 0.335
C -0.714 -0.516 -10.196 -0.080
N -1.223 -0.153 -11.165 0.347
N 2.858 4.776 1.048 0.308
C 1.857 4.015 0.748 -0.461
O 2.050 2.741 0.646 -0.200
C 0.498 4.606 0.483 -0.416
I -1.009 3.117 0.235 1.259
H 3.786 4.392 1.198 0.178
H 2.755 5.783 1.136 0.181
H 0.528 5.179 -0.447 0.098
H 0.187 5.265 1.293 0.096



65
Properties=species:S:1:pos:R:3:lowdin_charge:R:1 method="wB97M-V/def2-TZVPD" gap_ev="6.49 / 6.13" s2=6.01 largest_force_ev_per_a=0.2 total_charge=-2 multiplicity=5 e_tot_ev=-189478.521
Fe -0.116 1.220 -0.230 0.797
Cl -0.333 -4.652 4.478 0.572
C -0.129 -3.125 3.634 -0.699
C 0.948 -2.295 3.962 -0.136
C 1.132 -1.114 3.294 -0.018
C 0.270 -0.688 2.229 -0.386
O 0.517 0.395 1.618 -0.081
C -0.845 -1.548 1.954 -0.143
C -1.871 -1.193 1.005 -0.071
N -1.812 -0.209 0.192 0.087
C -2.941 0.149 -0.560 -0.210
C -3.850 -0.713 -1.106 -0.027
C -4.945 -0.217 -1.842 -0.071
C -5.123 1.124 -2.030 -0.045
C -4.181 2.040 -1.505 -0.149
C -4.253 3.440 -1.686 -0.022
C -3.271 4.241 -1.182 -0.050
C -2.184 3.643 -0.503 -0.099
N -2.098 2.356 -0.310 0.082
C -3.080 1.546 -0.784 -0.150
C -1.018 -2.746 2.663 -0.093
H 1.635 -2.597 4.744 0.094
H 1.963 -0.462 3.532 0.113
H -2.783 -1.802 1.056 0.128
H -3.685 -1.780 -1.039 0.113
H -5.633 -0.921 -2.294 0.099
H -5.955 1.498 -2.615 0.101
H -5.085 3.859 -2.242 0.108
H -3.294 5.313 -1.319 0.094
H -1.349 4.229 -0.135 0.107
H -1.864 -3.382 2.426 0.109
Cl 1.629 5.104 2.642 0.615
C 2.557 3.932 1.733 -0.590
C 3.946 3.922 1.891 -0.166
C 4.725 3.048 1.188 -0.629
Cl 6.467 3.083 1.407 0.599
C 4.138 2.129 0.283 -0.186
C 4.848 1.207 -0.520 -0.044
C 4.168 0.389 -1.377 -0.042
C 2.758 0.445 -1.427 -0.108
N 2.086 1.273 -0.665 0.087
C 2.735 2.130 0.156 -0.128
C 1.870 3.061 0.875 -0.409
O 0.618 3.054 0.681 -0.116
H 4.402 4.624 2.577 0.091
H 5.928 1.172 -0.453 0.079
H 4.696 -0.306 -2.017 0.100
H 2.171 -0.177 -2.101 0.069
N -1.702 -5.871 -1.601 0.128
C -0.935 -5.098 -1.229 -0.190
C 0.034 -4.170 -0.714 -0.206
C 0.908 -4.584 0.290 -0.035
C 1.823 -3.674 0.774 -0.060
C 1.805 -2.386 0.247 -0.129
N 0.967 -1.982 -0.698 0.125
C 0.098 -2.860 -1.194 -0.055
H 0.855 -5.593 0.679 0.115
H 2.512 -3.933 1.566 0.104
H 2.491 -1.632 0.622 0.114
H -0.569 -2.475 -1.970 0.085
O 0.912 -0.564 -3.737 -0.530
Se -0.558 0.090 -3.451 0.745
O -1.597 -1.061 -2.902 -0.519
O -0.392 1.224 -2.216 -0.537
O -1.159 0.872 -4.742 -0.532



72
Properties=species:S:1:pos:R:3:lowdin_charge:R:1 method="wB97M-V/def2-TZVPD" gap_ev="6.06 / 6.02" s2=2.01 largest_force_ev_per_a=1.8 total_charge=-2 multiplicity=3 e_tot_ev=-176509.338
Ni 0.893 -1.570 -0.349 0.344
C -1.304 -3.457 0.920 -0.093
N -0.036 -3.602 0.210 -0.275
C 0.907 -4.360 1.016 -0.229
C 1.348 -3.558 2.243 -0.251
N 1.519 -2.166 1.894 -0.027
C 1.381 -1.257 2.871 -0.250
C 1.809 0.091 2.642 -0.199
F 2.301 0.350 1.427 0.044
C 1.768 1.107 3.557 -0.169
F 2.230 2.327 3.250 0.102
C 1.281 0.867 4.835 -0.178
F 1.281 1.835 5.775 0.074
C 0.832 -0.401 5.119 -0.172
F 0.349 -0.663 6.349 0.081
C 0.878 -1.421 4.188 -0.141
F 0.379 -2.618 4.613 0.026
C -0.231 -4.241 -1.083 -0.223
C -1.084 -3.382 -2.007 -0.248
N -0.760 -1.969 -1.912 -0.034
C -1.796 -1.097 -1.965 -0.257
C -3.128 -1.239 -1.486 -0.176
F -3.614 -2.434 -1.041 0.024
C -4.022 -0.190 -1.390 -0.173
F -5.230 -0.408 -0.837 0.086
C -3.716 1.066 -1.864 -0.170
F -4.587 2.086 -1.754 0.084
C -2.517 1.209 -2.539 -0.165
F -2.268 2.350 -3.206 0.091
C -1.631 0.163 -2.616 -0.184
F -0.609 0.311 -3.470 0.036
H -1.790 -4.434 1.068 0.099
H -1.966 -2.801 0.366 0.038
H -1.136 -2.982 1.884 0.062
H 1.782 -4.585 0.403 0.070
H 0.465 -5.316 1.336 0.119
H 2.316 -3.968 2.575 0.111
H 0.639 -3.725 3.055 0.091
H -0.704 -5.231 -0.967 0.119
H 0.752 -4.389 -1.534 0.081
H -2.137 -3.599 -1.829 0.093
H -0.869 -3.710 -3.037 0.105
Cl 2.795 -2.671 -1.010 0.854
C 3.715 -1.753 -2.147 -0.612
C 4.863 -2.296 -2.685 -0.137
C 5.622 -1.552 -3.574 -0.127
C 5.210 -0.269 -3.910 -0.146
C 4.053 0.256 -3.367 -0.697
Cl 3.572 1.847 -3.842 0.640
C 3.245 -0.457 -2.448 -0.722
S 1.831 0.209 -1.759 0.677
H 5.170 -3.295 -2.402 0.096
H 6.525 -1.968 -4.002 0.087
H 5.785 0.335 -4.599 0.091
S -2.919 4.644 3.716 0.502
C -2.387 3.471 2.664 -1.105
S -2.237 1.810 3.158 0.938
C -1.624 1.356 1.529 -1.087
N -1.564 2.394 0.766 -0.008
N -1.975 3.565 1.368 -0.134
C -1.859 4.713 0.534 -0.173
C -1.049 4.595 -0.601 -0.013
C -0.887 5.667 -1.459 -0.089
C -1.525 6.874 -1.210 -0.120
C -2.341 6.985 -0.097 -0.106
C -2.517 5.919 0.773 -0.054
S -1.265 -0.240 1.155 0.671
H -0.553 3.656 -0.794 0.105
H -0.254 5.555 -2.330 0.100
H -1.393 7.716 -1.879 0.088
H -2.859 7.915 0.109 0.092
H -3.152 6.029 1.632 0.026



Repeat the third record exactly.
72
Properties=species:S:1:pos:R:3:lowdin_charge:R:1 method="wB97M-V/def2-TZVPD" gap_ev="6.06 / 6.02" s2=2.01 largest_force_ev_per_a=1.8 total_charge=-2 multiplicity=3 e_tot_ev=-176509.338
Ni 0.893 -1.570 -0.349 0.344
C -1.304 -3.457 0.920 -0.093
N -0.036 -3.602 0.210 -0.275
C 0.907 -4.360 1.016 -0.229
C 1.348 -3.558 2.243 -0.251
N 1.519 -2.166 1.894 -0.027
C 1.381 -1.257 2.871 -0.250
C 1.809 0.091 2.642 -0.199
F 2.301 0.350 1.427 0.044
C 1.768 1.107 3.557 -0.169
F 2.230 2.327 3.250 0.102
C 1.281 0.867 4.835 -0.178
F 1.281 1.835 5.775 0.074
C 0.832 -0.401 5.119 -0.172
F 0.349 -0.663 6.349 0.081
C 0.878 -1.421 4.188 -0.141
F 0.379 -2.618 4.613 0.026
C -0.231 -4.241 -1.083 -0.223
C -1.084 -3.382 -2.007 -0.248
N -0.760 -1.969 -1.912 -0.034
C -1.796 -1.097 -1.965 -0.257
C -3.128 -1.239 -1.486 -0.176
F -3.614 -2.434 -1.041 0.024
C -4.022 -0.190 -1.390 -0.173
F -5.230 -0.408 -0.837 0.086
C -3.716 1.066 -1.864 -0.170
F -4.587 2.086 -1.754 0.084
C -2.517 1.209 -2.539 -0.165
F -2.268 2.350 -3.206 0.091
C -1.631 0.163 -2.616 -0.184
F -0.609 0.311 -3.470 0.036
H -1.790 -4.434 1.068 0.099
H -1.966 -2.801 0.366 0.038
H -1.136 -2.982 1.884 0.062
H 1.782 -4.585 0.403 0.070
H 0.465 -5.316 1.336 0.119
H 2.316 -3.968 2.575 0.111
H 0.639 -3.725 3.055 0.091
H -0.704 -5.231 -0.967 0.119
H 0.752 -4.389 -1.534 0.081
H -2.137 -3.599 -1.829 0.093
H -0.869 -3.710 -3.037 0.105
Cl 2.795 -2.671 -1.010 0.854
C 3.715 -1.753 -2.147 -0.612
C 4.863 -2.296 -2.685 -0.137
C 5.622 -1.552 -3.574 -0.127
C 5.210 -0.269 -3.910 -0.146
C 4.053 0.256 -3.367 -0.697
Cl 3.572 1.847 -3.842 0.640
C 3.245 -0.457 -2.448 -0.722
S 1.831 0.209 -1.759 0.677
H 5.170 -3.295 -2.402 0.096
H 6.525 -1.968 -4.002 0.087
H 5.785 0.335 -4.599 0.091
S -2.919 4.644 3.716 0.502
C -2.387 3.471 2.664 -1.105
S -2.237 1.810 3.158 0.938
C -1.624 1.356 1.529 -1.087
N -1.564 2.394 0.766 -0.008
N -1.975 3.565 1.368 -0.134
C -1.859 4.713 0.534 -0.173
C -1.049 4.595 -0.601 -0.013
C -0.887 5.667 -1.459 -0.089
C -1.525 6.874 -1.210 -0.120
C -2.341 6.985 -0.097 -0.106
C -2.517 5.919 0.773 -0.054
S -1.265 -0.240 1.155 0.671
H -0.553 3.656 -0.794 0.105
H -0.254 5.555 -2.330 0.100
H -1.393 7.716 -1.879 0.088
H -2.859 7.915 0.109 0.092
H -3.152 6.029 1.632 0.026



Copy entry 2 word for word.
65
Properties=species:S:1:pos:R:3:lowdin_charge:R:1 method="wB97M-V/def2-TZVPD" gap_ev="6.49 / 6.13" s2=6.01 largest_force_ev_per_a=0.2 total_charge=-2 multiplicity=5 e_tot_ev=-189478.521
Fe -0.116 1.220 -0.230 0.797
Cl -0.333 -4.652 4.478 0.572
C -0.129 -3.125 3.634 -0.699
C 0.948 -2.295 3.962 -0.136
C 1.132 -1.114 3.294 -0.018
C 0.270 -0.688 2.229 -0.386
O 0.517 0.395 1.618 -0.081
C -0.845 -1.548 1.954 -0.143
C -1.871 -1.193 1.005 -0.071
N -1.812 -0.209 0.192 0.087
C -2.941 0.149 -0.560 -0.210
C -3.850 -0.713 -1.106 -0.027
C -4.945 -0.217 -1.842 -0.071
C -5.123 1.124 -2.030 -0.045
C -4.181 2.040 -1.505 -0.149
C -4.253 3.440 -1.686 -0.022
C -3.271 4.241 -1.182 -0.050
C -2.184 3.643 -0.503 -0.099
N -2.098 2.356 -0.310 0.082
C -3.080 1.546 -0.784 -0.150
C -1.018 -2.746 2.663 -0.093
H 1.635 -2.597 4.744 0.094
H 1.963 -0.462 3.532 0.113
H -2.783 -1.802 1.056 0.128
H -3.685 -1.780 -1.039 0.113
H -5.633 -0.921 -2.294 0.099
H -5.955 1.498 -2.615 0.101
H -5.085 3.859 -2.242 0.108
H -3.294 5.313 -1.319 0.094
H -1.349 4.229 -0.135 0.107
H -1.864 -3.382 2.426 0.109
Cl 1.629 5.104 2.642 0.615
C 2.557 3.932 1.733 -0.590
C 3.946 3.922 1.891 -0.166
C 4.725 3.048 1.188 -0.629
Cl 6.467 3.083 1.407 0.599
C 4.138 2.129 0.283 -0.186
C 4.848 1.207 -0.520 -0.044
C 4.168 0.389 -1.377 -0.042
C 2.758 0.445 -1.427 -0.108
N 2.086 1.273 -0.665 0.087
C 2.735 2.130 0.156 -0.128
C 1.870 3.061 0.875 -0.409
O 0.618 3.054 0.681 -0.116
H 4.402 4.624 2.577 0.091
H 5.928 1.172 -0.453 0.079
H 4.696 -0.306 -2.017 0.100
H 2.171 -0.177 -2.101 0.069
N -1.702 -5.871 -1.601 0.128
C -0.935 -5.098 -1.229 -0.190
C 0.034 -4.170 -0.714 -0.206
C 0.908 -4.584 0.290 -0.035
C 1.823 -3.674 0.774 -0.060
C 1.805 -2.386 0.247 -0.129
N 0.967 -1.982 -0.698 0.125
C 0.098 -2.860 -1.194 -0.055
H 0.855 -5.593 0.679 0.115
H 2.512 -3.933 1.566 0.104
H 2.491 -1.632 0.622 0.114
H -0.569 -2.475 -1.970 0.085
O 0.912 -0.564 -3.737 -0.530
Se -0.558 0.090 -3.451 0.745
O -1.597 -1.061 -2.902 -0.519
O -0.392 1.224 -2.216 -0.537
O -1.159 0.872 -4.742 -0.532